No. 1
ORCA calculation (ωB97M-V/def2-TZVPD) on a structure of composition C31H44BN3O3P2PdSi2.

XYZ file:
```
87
Properties=species:S:1:pos:R:3
Pd 1.050 -1.115 0.302
C -0.231 0.170 3.245
Si 0.507 -1.418 2.564
C 2.024 -1.779 3.604
C -0.698 -2.858 2.755
C -1.149 -3.314 3.997
C -2.008 -4.394 4.086
C -2.434 -5.039 2.930
C -1.995 -4.598 1.694
C -1.127 -3.508 1.592
Si -0.505 -2.805 -0.036
C 0.366 -4.128 -1.053
C -1.932 -2.122 -1.047
H -0.696 -0.082 4.202
H -0.978 0.623 2.602
H 0.536 0.921 3.430
H 1.711 -1.836 4.649
H 2.770 -0.992 3.516
H 2.497 -2.719 3.331
H -0.821 -2.830 4.909
H -2.345 -4.741 5.054
H -3.104 -5.885 2.998
H -2.337 -5.111 0.803
H -0.278 -5.010 -1.076
H 1.326 -4.434 -0.642
H 0.505 -3.795 -2.081
H -2.596 -2.951 -1.308
H -1.562 -1.667 -1.964
H -2.518 -1.380 -0.501
B 5.749 -1.814 0.226
C 4.209 -1.716 0.583
N 3.067 -1.609 0.748
H 6.386 -1.362 1.143
H 5.876 -1.147 -0.787
H 5.996 -2.979 0.016
O -0.003 0.992 0.199
P -1.039 2.031 -0.079
C -0.666 2.968 -1.553
C -0.149 2.187 -2.727
C -0.126 2.970 -3.991
C -0.348 4.305 -4.020
C -0.667 5.014 -2.839
C -0.847 4.318 -1.632
C -1.173 3.201 1.282
C -2.383 3.698 1.748
C -2.407 4.597 2.806
C -1.222 5.000 3.397
C -0.009 4.507 2.935
C 0.016 3.609 1.883
C -2.701 1.358 -0.332
C -3.420 1.637 -1.490
C -4.681 1.093 -1.686
C -5.239 0.271 -0.723
C -4.534 -0.012 0.439
C -3.275 0.526 0.630
H -0.680 1.237 -2.854
H 0.125 2.441 -4.902
H -0.281 4.842 -4.957
H -0.819 6.083 -2.869
H -1.165 4.873 -0.758
H -3.312 3.389 1.287
H -3.353 4.978 3.165
H -1.242 5.698 4.223
H 0.917 4.820 3.399
H 0.960 3.210 1.535
H -3.001 2.289 -2.245
H -5.225 1.315 -2.593
H -6.222 -0.154 -0.876
H -4.963 -0.657 1.193
H -2.735 0.279 1.536
N 3.269 1.935 -2.322
C 3.222 0.712 -1.526
P 2.392 -0.628 -2.423
O 2.655 -0.263 -3.959
O 0.945 -0.785 -2.060
C 3.327 -2.193 -2.308
N 3.159 -2.884 -3.590
H 0.877 1.873 -2.491
H 3.564 1.728 -3.270
H 3.948 2.572 -1.922
H 2.618 0.896 -0.627
H 4.196 0.323 -1.190
H 3.015 -2.773 -1.436
H 4.381 -1.936 -2.168
H 2.854 -1.115 -4.405
H 2.283 -3.395 -3.598
H 3.901 -3.560 -3.722
```

Results
highest occupied orbital energy (spin up / spin down) = -7.22 / -9.07 eV
multiplicity = 3
energy above the lowest of the compared OMol25 structures with the same formula, charge and spin = 16.8 kJ/mol
expectation value of S² = 2.0415
charge = 0
LUMO level (spin up / spin down) = 0.47 / -0.79 eV

Atom charges from the Löwdin analysis, given in e for atoms 1 to 6: number 1, Pd, carries 0.6114; number 2, C, carries -0.1915; number 3, Si, carries 0.5358; number 4, C, carries -0.2222; number 5, C, carries -0.3054; number 6, C, carries -0.0977

***

No. 2
ORCA calculation (ωB97M-V/def2-TZVPD) on a structure of composition C31H44BrN3P2Pt in a non-equilibrium geometry.

XYZ file:
```
82
Properties=species:S:1:pos:R:3
N 5.495 -0.472 5.250
C 4.362 -0.234 5.913
C 3.184 0.145 5.237
C 3.172 0.163 3.832
C 4.420 0.041 3.175
C 5.546 -0.352 3.929
C 1.862 -0.009 3.113
Pt 1.026 1.255 1.710
P -2.467 -1.759 -2.817
C 1.975 -0.529 1.734
C 1.091 -1.611 1.243
C 1.378 -2.235 0.022
C 0.404 -2.987 -0.584
C -0.887 -3.035 -0.006
C -1.100 -2.558 1.302
C -0.072 -1.920 1.955
Br -1.903 -0.551 -1.098
H 1.059 -0.339 3.778
H 2.973 -0.609 1.307
H 2.257 0.308 5.789
H 4.525 0.088 2.092
H 4.362 -0.335 7.008
H 6.486 -0.575 3.404
H 2.385 -2.126 -0.435
H -0.208 -1.591 2.981
H 0.606 -3.488 -1.541
H -2.043 -2.716 1.816
P 1.467 2.027 -0.343
C -3.518 -2.805 -1.922
C -3.599 -4.248 -2.155
H -4.004 -2.395 -1.035
H -1.681 -3.603 -0.507
H -3.677 -4.770 -1.186
H -4.466 -4.590 -2.742
H -2.702 -4.600 -2.683
C -0.931 -2.200 -3.688
C -1.138 -2.960 -5.006
H -0.262 -2.753 -3.018
H -0.447 -1.229 -3.894
H -0.159 -3.224 -5.425
H -1.708 -3.887 -4.869
H -1.641 -2.331 -5.749
C -3.415 -0.701 -3.940
C -4.948 -0.822 -3.838
H -3.061 -0.878 -4.971
H -3.093 0.300 -3.651
H -5.394 0.177 -3.876
H -5.364 -1.389 -4.682
H -5.277 -1.287 -2.901
C 0.218 3.152 -1.062
C 0.761 4.322 -1.882
H -0.412 3.493 -0.229
H -0.420 2.510 -1.687
H 1.165 5.119 -1.252
H 1.544 4.028 -2.591
H -0.049 4.760 -2.475
C 1.722 0.823 -1.720
C 3.042 0.889 -2.472
H 0.885 0.990 -2.411
H 1.566 -0.170 -1.278
H 3.310 1.899 -2.799
H 3.871 0.490 -1.885
H 2.973 0.279 -3.378
C 3.004 2.983 -0.109
C 2.873 3.969 1.056
H 3.256 3.484 -1.056
H 3.797 2.252 0.102
H 3.117 3.484 2.010
H 3.554 4.820 0.934
H 1.856 4.374 1.150
N -5.182 -0.781 1.829
C -4.323 -0.044 2.144
C -3.293 0.880 2.557
C -3.581 1.950 3.407
C -2.540 2.767 3.818
C -1.235 2.511 3.365
N -0.960 1.507 2.502
C -1.976 0.704 2.107
H -4.609 2.120 3.726
H -2.710 3.621 4.474
H -0.376 3.110 3.677
H -1.720 -0.095 1.403
```

Results
highest occupied orbital energy (spin up / spin down) = -18.82 / -19.38 eV
multiplicity = 5
energy above the lowest of the compared OMol25 structures with the same formula, charge and spin = 0.0 kJ/mol
expectation value of S² = 6.0382
charge = +4
LUMO level (spin up / spin down) = -11.84 / -14.61 eV

Atom charges from the Löwdin analysis, given in e for atoms 1 to 6: number 1, N, carries 0.3203; number 2, C, carries 0.0272; number 3, C, carries 0.0566; number 4, C, carries -0.1639; number 5, C, carries 0.0407; number 6, C, carries 0.0154

***

> The lowest multiplicity belongs to which entry?

C31H44BN3O3P2PdSi2

***

> Among the records above, which one has the highest multiplicity?

C31H44BrN3P2Pt

***

> What is the multiplicity in the first record?

3

***

> energy above the lowest of the compared OMol25 structures with the same formula, charge and spin of number 2 (C31H44BrN3P2Pt)?

0.0 kJ/mol